Entry 1:
Here is a molecular structure, C34H29N3OSY from OMol25. Energies are from ωB97M-V with the def2-TZVPD basis set.

The geometry in XYZ format:
```
69
Properties=species:S:1:pos:R:3:forces:R:3:lowdin_charge:R:1
Y 0.1522 -0.3100 -0.5988 -0.039 0.537 1.009 1.3669
N 0.5144 1.9673 0.1854 -0.042 0.219 -0.189 -0.0298
C 0.5206 3.1003 -0.7247 0.027 -0.099 0.014 -0.2169
C 1.3931 4.1322 -0.3818 0.093 -0.009 0.026 -0.0365
C 1.5141 5.2724 -1.1505 -0.037 -0.018 -0.045 -0.0888
C 0.7440 5.3814 -2.2980 0.026 -0.015 0.059 -0.0985
C -0.1238 4.3597 -2.6349 0.039 -0.024 -0.022 -0.0480
C -0.2874 3.1900 -1.8751 -0.087 -0.090 -0.090 -0.0972
C -1.3115 2.1617 -2.3094 0.038 0.137 0.007 -0.1817
C -2.1654 2.4624 -3.3815 -0.063 0.002 -0.017 -0.0589
C -3.1466 1.5791 -3.8043 0.062 -0.015 0.070 -0.1020
C -3.3255 0.3756 -3.1381 -0.035 0.038 0.018 -0.1138
C -2.4781 0.0709 -2.0830 -0.093 0.078 -0.078 -0.1540
C -1.4444 0.9194 -1.6614 -0.347 0.372 -0.320 -0.2040
H 1.2652 2.1361 0.8509 0.056 0.077 0.138 0.0363
H -0.3182 2.0611 0.8070 -0.038 -0.044 -0.135 -0.0125
H 1.9616 4.0377 0.5384 -0.055 0.018 0.004 0.0891
H 2.1858 6.0648 -0.8449 -0.001 -0.025 -0.016 0.0998
H 0.8075 6.2611 -2.9284 0.007 -0.044 0.016 0.0958
H -0.6935 4.4866 -3.5419 -0.006 -0.021 0.011 0.0861
H -2.0899 3.3952 -3.9212 -0.027 0.022 0.037 0.0830
H -3.7750 1.8427 -4.6471 -0.012 0.010 0.020 0.0926
H -4.1132 -0.3103 -3.4359 0.043 0.035 0.011 0.0939
H -2.6384 -0.8680 -1.5594 0.076 -0.089 -0.018 0.0806
O -1.1144 -1.5856 0.5023 -0.048 -0.236 0.413 -0.3762
N -1.1277 -0.9892 1.7403 -0.309 -0.137 0.165 -0.0320
C -0.0675 -0.5388 2.2131 0.382 -0.011 -0.071 -0.1860
C 1.0341 -0.1220 2.7148 -0.623 -0.250 -0.096 -0.0015
C 1.9490 0.3196 3.5571 0.462 0.193 0.127 -0.1362
C 3.3777 0.4207 3.1309 -0.169 -0.059 0.129 -0.1654
C 3.7033 0.6243 1.7906 0.060 0.011 0.019 -0.0310
C 5.0219 0.6593 1.3674 -0.020 0.013 -0.005 -0.0777
C 6.0519 0.4890 2.2838 -0.045 -0.015 0.017 -0.0980
C 5.7452 0.2864 3.6218 -0.094 0.017 0.024 -0.0840
C 4.4209 0.2592 4.0432 0.022 -0.023 -0.023 -0.0308
C 1.5366 0.7060 4.9418 0.063 0.039 -0.149 -0.1855
C 0.5353 -0.0031 5.6024 0.032 -0.024 -0.009 -0.0214
C 0.1208 0.3744 6.8716 0.019 0.003 -0.053 -0.0843
C 0.6969 1.4741 7.4921 0.036 0.024 -0.038 -0.0971
C 1.6854 2.1963 6.8341 -0.031 -0.058 -0.017 -0.0769
C 2.1049 1.8147 5.5685 0.048 0.026 0.006 -0.0559
H 2.9044 0.7700 1.0759 -0.001 0.017 -0.033 0.0821
H 5.2474 0.8297 0.3213 -0.021 -0.010 0.033 0.1029
H 7.0836 0.5150 1.9553 -0.020 0.006 0.015 0.0965
H 6.5391 0.1470 4.3461 -0.025 0.007 -0.017 0.0986
H 4.1911 0.0939 5.0877 -0.001 0.008 0.005 0.1137
H 0.0795 -0.8532 5.1092 -0.010 0.020 0.015 0.1152
H -0.6643 -0.1824 7.3690 0.031 0.001 -0.016 0.0983
H 0.3676 1.7779 8.4792 0.004 -0.011 -0.036 0.0949
H 2.1153 3.0762 7.2978 -0.003 -0.030 -0.017 0.0999
H 2.8382 2.4076 5.0368 -0.041 -0.017 0.013 0.1038
S -1.2409 2.7842 2.7948 0.226 0.111 0.162 0.4532
C 0.3390 3.2824 2.9753 0.112 0.029 -0.132 -0.9752
N 1.4674 3.5896 3.0248 -0.273 -0.110 -0.030 0.0241
C -1.7848 -3.3455 -4.0024 0.044 0.014 0.015 -0.0548
C -0.2752 -3.1957 -4.2590 -0.125 0.009 0.064 -0.6412
C -0.0565 -2.5378 -5.6253 0.022 0.011 -0.064 -0.0628
C 0.3887 -4.5791 -4.2289 -0.012 -0.022 -0.013 -0.0647
C 0.2961 -2.3486 -3.1990 0.209 0.103 0.273 -0.1833
C 0.7504 -1.6707 -2.2865 0.505 -0.751 -1.206 -0.1656
H -2.2350 -3.9866 -4.7665 0.018 0.024 0.019 0.0788
H -2.2722 -2.3693 -4.0267 0.010 -0.023 0.007 0.0687
H -1.9618 -3.7882 -3.0206 -0.007 0.004 -0.027 0.0882
H -0.5504 -3.1237 -6.4067 0.030 0.014 0.016 0.0790
H 1.0085 -2.4748 -5.8579 -0.034 0.016 0.016 0.0811
H -0.4679 -1.5274 -5.6315 -0.011 -0.027 -0.010 0.0845
H -0.1165 -5.2513 -4.9297 0.044 0.032 0.003 0.0779
H 0.3279 -5.0090 -3.2280 -0.015 -0.002 -0.034 0.0838
H 1.4420 -4.5109 -4.5082 -0.027 0.009 0.036 0.0805
```
Forces are in eV/Å.

Computed properties:
Highest occupied orbital energy ... -0.179 Eh
Charge ... -1
Spin multiplicity ... 1
LUMO ... 2.0 eV
Energy relative to the best compared isomer or geometry (same formula, charge and spin) ... 133.41 kJ/mol
HOMO-LUMO gap ... 6.832 eV

***

Entry 2:
Here is a molecular structure, C34H30Cl2N5O3PS3V from OMol25. Energies are from ωB97M-V with the def2-TZVPD basis set.

The geometry in XYZ format:
```
79
Properties=species:S:1:pos:R:3:forces:R:3:lowdin_charge:R:1
V 0.4226 -0.3199 0.5478 0.284 0.762 0.476 0.2288
Cl 1.9127 0.4313 2.3911 0.017 0.407 0.657 0.7729
C 0.8269 1.7429 2.9035 0.124 -0.183 -0.216 -0.5863
C 0.6826 1.9608 4.2577 0.108 -0.083 -0.019 -0.1053
C -0.1995 2.9424 4.6751 -0.075 0.089 0.018 -0.0837
C -0.8897 3.6881 3.7321 0.002 0.034 0.030 -0.1161
C -0.6994 3.4479 2.3808 -0.091 0.076 -0.124 -0.6541
Cl -1.5911 4.4477 1.2566 0.105 -0.163 0.106 0.6622
C 0.1422 2.4389 1.9003 -0.039 -0.161 -0.269 -0.6582
S 0.3313 2.0098 0.1845 -0.017 0.302 0.336 0.6068
H 1.2444 1.3670 4.9671 -0.040 0.005 -0.037 0.1089
H -0.3529 3.1228 5.7314 0.023 0.015 -0.047 0.1061
H -1.5897 4.4554 4.0374 0.057 -0.013 -0.021 0.1021
N 1.3694 -1.9086 -1.8735 0.120 0.367 0.082 -0.0666
P 2.2272 -0.7973 -0.8510 0.308 -0.866 -0.767 0.9565
C 3.2486 0.1600 -2.0262 0.010 0.112 0.061 -0.3883
C 3.9573 -0.4645 -3.0549 0.026 0.035 -0.004 -0.0934
C 4.7100 0.2854 -3.9461 -0.060 0.018 0.091 -0.0792
C 4.7852 1.6679 -3.7978 0.001 -0.063 -0.003 -0.0831
C 4.1062 2.2921 -2.7647 -0.026 -0.051 0.093 -0.0772
C 3.3328 1.5411 -1.8831 0.006 0.022 -0.033 -0.1385
C 3.5257 -1.8685 -0.1082 -0.034 0.109 -0.018 -0.3355
C 3.2006 -3.1531 0.3188 -0.059 -0.063 0.020 -0.0975
C 4.1221 -3.9186 1.0205 -0.052 0.025 -0.007 -0.0720
C 5.3777 -3.4027 1.3091 0.008 0.056 -0.032 -0.0830
C 5.7128 -2.1210 0.8890 -0.098 0.010 -0.006 -0.0818
C 4.7897 -1.3547 0.1865 0.006 -0.028 0.032 -0.0919
C 0.0003 -1.9129 -1.8960 -0.080 0.139 0.012 -0.3844
C -0.6991 -2.6427 -2.8687 0.191 -0.020 0.003 -0.0050
C -2.0652 -2.6785 -2.8275 -0.165 -0.028 -0.034 -0.0547
C -2.7423 -1.9854 -1.8210 -0.059 -0.074 -0.112 -0.0598
C -1.9991 -1.2764 -0.9212 0.381 0.219 0.118 -0.1151
N -0.6428 -1.2120 -0.9452 -0.564 -0.715 -0.595 -0.0221
H 1.8064 -2.3296 -2.6798 0.070 -0.008 0.048 0.1083
H 3.9445 -1.5457 -3.1550 -0.021 0.024 0.002 0.1051
H 5.2455 -0.2051 -4.7493 -0.005 -0.001 0.021 0.1019
H 5.3789 2.2540 -4.4894 -0.026 -0.026 0.019 0.1021
H 4.1665 3.3674 -2.6458 -0.022 -0.047 0.002 0.1062
H 2.7723 2.0282 -1.0932 -0.001 0.007 -0.040 0.0539
H 2.2149 -3.5557 0.1132 0.023 -0.011 -0.007 0.0827
H 3.8429 -4.9078 1.3627 0.011 0.044 -0.025 0.1096
H 6.0911 -3.9935 1.8708 -0.010 0.011 -0.032 0.1019
H 6.6913 -1.7133 1.1143 -0.045 -0.006 -0.012 0.1021
H 5.0531 -0.3509 -0.1266 0.018 -0.026 -0.032 0.1043
H -0.1434 -3.1741 -3.6307 -0.020 0.012 0.024 0.1167
H -2.6137 -3.2428 -3.5719 0.019 0.015 0.036 0.1118
H -3.8196 -2.0026 -1.7384 0.026 0.021 -0.039 0.1054
H -2.4708 -0.7126 -0.1264 0.026 0.005 0.038 0.1146
C -0.4582 4.0861 -4.7131 -0.126 -0.104 0.000 -0.0591
N -1.3082 3.4499 -3.7364 0.221 0.053 -0.025 -0.1677
C -2.5737 4.0357 -3.3320 0.035 -0.065 0.025 -0.1170
C -3.0055 3.1439 -2.1576 0.178 -0.063 -0.042 -0.1332
N -2.0709 2.0230 -2.2515 -0.022 -0.090 0.033 0.0120
C -1.0362 2.2931 -3.0980 0.026 0.015 -0.100 -0.8221
S 0.3199 1.3322 -3.3050 -0.280 0.194 -0.035 0.6683
H -0.8522 3.9698 -5.7269 -0.021 0.011 0.011 0.0908
H 0.5255 3.6277 -4.6653 0.026 -0.026 0.011 0.0463
H -0.3803 5.1504 -4.4852 0.011 0.010 0.004 0.0885
H -3.2948 4.0064 -4.1525 -0.017 -0.009 -0.052 0.1198
H -2.4339 5.0778 -3.0410 -0.012 0.040 0.010 0.1192
H -4.0305 2.7997 -2.2720 -0.069 -0.005 0.029 0.1100
H -2.9100 3.6545 -1.2000 0.048 0.013 0.042 0.0759
H -1.8087 1.5297 -1.4088 -0.008 -0.010 -0.040 0.0573
O 1.2393 -3.9795 3.0739 0.178 -0.071 0.064 -0.2774
S 0.1327 -3.7058 2.2097 0.034 0.312 -0.152 0.6331
O -0.0634 -4.5396 1.0591 0.018 -0.096 -0.104 -0.2881
N 0.1119 -2.1215 1.7620 -0.459 0.194 0.267 -0.1117
C -0.9668 -1.4864 2.2499 0.140 -0.193 -0.158 -0.5004
O -1.1857 -0.2954 1.9098 -0.150 -0.442 0.405 -0.0756
C -1.8456 -2.3253 3.1104 0.158 0.162 -0.247 -0.1260
C -3.0073 -1.9761 3.7667 -0.165 -0.031 0.157 0.0065
C -3.6555 -2.9650 4.5008 0.069 0.023 -0.054 -0.0581
C -3.1410 -4.2595 4.5613 -0.079 0.033 0.044 -0.0611
C -1.9744 -4.6049 3.8902 0.025 0.015 -0.033 -0.0236
C -1.3507 -3.6104 3.1652 -0.130 -0.207 0.164 -0.2089
H -3.3849 -0.9635 3.7091 -0.009 -0.016 0.003 0.1246
H -4.5701 -2.7302 5.0303 0.030 -0.005 -0.004 0.1064
H -3.6602 -5.0118 5.1411 -0.012 0.017 -0.007 0.1078
H -1.5763 -5.6106 3.9315 -0.002 0.035 -0.005 0.1252
```
Forces are in eV/Å.

Computed properties:
Highest occupied orbital energy (alpha / beta) ... -0.250 / -0.229 Eh
Charge ... 0
Spin multiplicity ... 2
LUMO (alpha / beta) ... 0.2 / 0.1 eV
Energy relative to the best compared isomer or geometry (same formula, charge and spin) ... 59.96 kJ/mol
HOMO-LUMO gap (alpha / beta) ... 6.995 / 6.361 eV

***

Entry 3:
Here is a molecular structure, C34H30ClN2O7P2Ti from OMol25. Energies are from ωB97M-V with the def2-TZVPD basis set.

The geometry in XYZ format:
```
77
Properties=species:S:1:pos:R:3:forces:R:3:lowdin_charge:R:1
Ti -0.2343 -0.3255 0.6664 0.292 0.075 -2.867 0.7714
O 2.8583 -1.9573 -1.4016 0.098 0.131 -0.015 0.1446
C 2.0684 -1.1497 -0.6928 0.014 0.075 -0.238 -0.5043
O 0.7989 -1.2402 -0.7807 1.090 -0.555 -0.510 -0.2217
C 2.5992 -0.1391 0.1362 0.039 0.253 -0.012 -0.2235
C 3.9284 0.2696 0.3186 -0.021 -0.055 0.039 0.0226
C 4.1699 1.3516 1.1298 0.051 -0.047 -0.024 -0.0360
C 3.0951 2.0654 1.6945 -0.166 -0.089 0.011 0.0232
C 1.8192 1.6193 1.4648 0.028 0.381 0.134 -0.1640
N 1.5728 0.5107 0.7563 1.177 0.037 -0.132 0.0095
C 0.5409 2.3764 1.7968 0.204 0.060 -0.055 -0.5765
O 0.5767 3.4068 2.4391 0.001 -0.040 -0.035 0.0859
O -0.4812 1.8228 1.2322 0.210 0.234 0.094 -0.1723
H 2.3106 -2.6499 -1.7912 -0.057 -0.066 -0.006 0.1247
H 4.7255 -0.2669 -0.1765 0.005 0.004 0.004 0.1230
H 5.1856 1.6785 1.3095 0.002 0.002 -0.042 0.1089
H 3.2372 2.9640 2.2776 -0.024 0.010 -0.012 0.1245
C -1.2195 0.3832 -2.8811 0.067 -0.058 0.253 -0.3492
C -2.5335 -0.2775 -2.4613 0.143 -0.031 0.181 -0.3520
P -2.1451 -1.4514 -1.0762 -0.728 -0.061 -0.386 1.0889
C -3.7431 -1.7194 -0.2398 0.121 -0.046 0.119 -0.3714
C -4.8990 -0.9844 -0.4712 0.065 -0.017 -0.063 -0.0758
C -6.0348 -1.2102 0.2964 -0.066 0.026 0.022 -0.0747
C -6.0274 -2.1685 1.2965 -0.018 0.045 -0.047 -0.0783
C -4.8796 -2.9165 1.5260 0.002 -0.039 0.036 -0.0663
C -3.7460 -2.6871 0.7684 0.012 0.030 -0.086 -0.1045
C -1.9823 -2.9887 -2.0729 0.324 0.012 0.199 -0.3227
C -3.0266 -3.8880 -2.2720 -0.006 0.044 0.021 -0.0723
C -2.8478 -4.9964 -3.0867 -0.030 -0.039 -0.019 -0.0745
C -1.6313 -5.2202 -3.7141 0.015 -0.003 -0.005 -0.0842
C -0.5847 -4.3303 -3.5224 -0.022 -0.017 -0.027 -0.0781
C -0.7584 -3.2269 -2.7010 -0.009 0.015 0.019 -0.0968
P -0.5837 1.2325 -1.3556 -0.447 0.433 -0.992 1.0754
C 0.9436 2.0375 -1.9274 0.070 0.006 0.182 -0.3328
C 1.7706 1.4469 -2.8807 -0.096 -0.064 0.043 -0.0855
C 2.9869 2.0269 -3.2086 0.060 0.008 -0.029 -0.0766
C 3.3961 3.1918 -2.5774 0.005 -0.010 -0.045 -0.0790
C 2.5745 3.7920 -1.6330 0.043 0.003 0.007 -0.0621
C 1.3538 3.2221 -1.3125 -0.070 -0.008 -0.028 -0.0834
C -1.7935 2.5992 -1.3200 0.011 -0.095 0.220 -0.3383
C -1.7545 3.6290 -2.2565 -0.045 -0.048 0.016 -0.0845
C -2.7383 4.6055 -2.2520 0.017 0.038 -0.051 -0.0774
C -3.7641 4.5583 -1.3181 -0.009 0.030 -0.022 -0.0809
C -3.8100 3.5321 -0.3863 -0.035 -0.001 -0.008 -0.0621
C -2.8265 2.5544 -0.3854 0.080 0.004 -0.050 -0.0823
H -1.3683 1.1070 -3.6827 0.045 0.001 -0.029 0.0937
H -0.5063 -0.3748 -3.2127 0.015 0.042 -0.026 0.0618
H -3.0184 -0.8053 -3.2818 -0.034 0.004 -0.004 0.0979
H -3.2106 0.4902 -2.0834 -0.030 -0.009 -0.050 0.0571
H -4.9315 -0.2347 -1.2508 -0.007 0.016 0.034 0.0961
H -6.9283 -0.6271 0.1129 0.007 -0.004 -0.007 0.1049
H -6.9135 -2.3281 1.8967 0.009 -0.025 0.003 0.1041
H -4.8684 -3.6695 2.3036 0.015 0.008 -0.004 0.1077
H -2.8440 -3.2622 0.9471 -0.043 -0.016 0.078 0.1006
H -3.9824 -3.7237 -1.7925 -0.008 -0.011 0.003 0.1038
H -3.6660 -5.6903 -3.2324 -0.002 0.011 0.004 0.1059
H -1.4984 -6.0866 -4.3488 -0.004 0.000 0.004 0.1040
H 0.3661 -4.5014 -4.0120 0.005 0.012 0.011 0.1033
H 0.0552 -2.5347 -2.5292 -0.002 -0.041 -0.044 0.0714
H 1.4642 0.5336 -3.3766 0.044 -0.001 0.006 0.1000
H 3.6182 1.5688 -3.9595 -0.009 -0.023 0.014 0.1051
H 4.3504 3.6347 -2.8325 -0.007 0.014 0.020 0.1037
H 2.8872 4.7030 -1.1390 -0.022 0.006 -0.011 0.1116
H 0.7026 3.7074 -0.5952 0.043 -0.016 0.077 0.1178
H -0.9524 3.6713 -2.9843 -0.004 0.021 0.001 0.1096
H -2.7027 5.4089 -2.9770 0.005 -0.005 0.004 0.1034
H -4.5227 5.3305 -1.3181 -0.009 -0.014 0.025 0.1031
H -4.6019 3.4997 0.3509 0.005 -0.010 -0.004 0.1083
H -2.8412 1.7623 0.3514 -0.028 0.038 0.069 0.0938
Cl 1.4326 -2.5097 1.8138 0.391 -0.457 0.330 0.6392
C -0.2682 -2.3776 1.2730 -0.328 -0.544 0.136 -0.6252
H -0.8804 -2.6072 2.1456 -0.018 0.072 -0.012 0.0191
H -0.4071 -3.1628 0.5301 0.030 0.043 -0.047 0.0040
O -2.0033 0.5043 3.5724 0.372 -0.304 -0.606 0.1668
N -1.4054 0.0610 2.6299 -1.515 0.403 2.626 -0.4934
O -1.9780 -0.2139 1.5238 -1.177 0.240 0.593 -0.1495
O -0.1675 -0.1950 2.6477 -0.136 -0.018 1.010 -0.0887
```
Forces are in eV/Å.

Computed properties:
Highest occupied orbital energy (alpha / beta) ... -0.235 / -0.313 Eh
Charge ... 0
Spin multiplicity ... 2
LUMO (alpha / beta) ... -0.3 / -0.8 eV
Energy relative to the best compared isomer or geometry (same formula, charge and spin) ... 121.13 kJ/mol
HOMO-LUMO gap (alpha / beta) ... 6.049 / 7.720 eV